DFT (wB97M-V/def2-TZVPD) results for a 10-piece molecular cluster, C48H40BF4O30 overall at a distorted geometry.

The geometry in XYZ format:
```
123
Properties=species:S:1:pos:R:3:forces:R:3:lowdin_charge:R:1
F 0.3320 -0.0148 0.9210 1.5 0.7 1.2 0.13
F -0.6980 1.5142 -0.4270 -0.1 -0.1 -0.2 0.08
F 0.0040 -0.4838 -1.2110 0.9 -1.4 -3.1 0.24
F -1.6650 -0.4728 0.3040 -2.0 -0.6 -0.3 0.16
O 1.2870 5.5152 5.4500 -1.9 -1.0 -4.7 0.01
O 2.7080 -7.1998 -2.9080 0.4 0.7 -0.1 0.09
O -3.1800 -7.3398 -0.8990 -0.9 3.4 2.6 0.09
O -0.8810 7.0882 4.7910 2.5 -2.0 0.5 0.15
O -1.2870 -5.3978 -1.5400 0.2 -0.1 0.7 0.09
O 0.7740 0.8172 4.9970 -0.7 1.3 0.5 0.11
O -4.7750 -4.2918 2.5740 0.4 0.3 0.1 0.12
O -3.1080 4.2522 6.6740 3.3 -2.1 -0.4 0.07
O -0.3260 -1.7428 3.2020 1.2 -3.6 -1.3 0.08
O 0.6160 -2.7818 -3.1000 -0.9 -1.9 -1.2 0.17
O 1.3650 -0.0388 -4.8780 0.4 1.5 -0.3 0.09
O -1.2910 5.2582 -5.1910 0.1 -1.8 -0.8 0.10
O 2.7160 1.2362 -2.6980 2.1 3.4 -3.9 0.11
O 4.2350 4.5552 -5.9420 -1.3 -3.2 0.3 0.06
O -6.2660 2.8232 -0.1670 -0.5 0.6 0.0 0.06
O -3.0000 -2.3068 1.8070 -2.9 -5.3 0.3 0.12
O 4.6030 -6.3018 -0.9410 -2.9 -0.2 -4.1 0.05
O 0.8610 3.0772 1.2970 2.3 2.9 3.7 0.13
O -1.4970 1.1782 3.2810 -5.1 5.1 6.5 0.09
O 1.0740 -2.4688 0.8600 -0.4 -3.8 2.4 0.06
O -1.6120 4.0872 1.0730 0.5 0.0 0.6 0.12
O 5.9170 -0.4898 2.1790 -2.0 1.1 -1.6 0.02
O -1.2120 3.3052 8.5530 1.3 -0.3 -0.8 0.09
O -0.3940 -6.4268 4.5830 1.4 -1.9 -4.6 0.16
O 0.7770 -7.0748 2.2430 0.7 -3.8 -0.8 0.17
O -0.5430 3.3912 -3.3140 -1.2 0.6 -2.4 0.16
O 2.8140 3.5002 -7.8450 2.1 1.7 -3.0 0.15
O -1.7800 1.6682 -8.3730 -0.3 -0.9 0.6 0.10
O 2.6570 -1.8068 -1.6340 -0.1 0.7 0.2 0.10
O -1.9920 -0.0358 -6.3650 0.2 -0.4 -1.0 0.10
C -0.0750 1.6052 5.4340 0.5 -2.7 -2.2 -0.36
C -1.4540 5.4582 2.9740 2.6 1.9 4.1 0.09
C -1.1430 3.0472 -4.4590 -1.1 -6.0 -0.4 -0.12
C -5.2320 2.5532 0.3870 1.0 -1.5 -1.8 -0.50
C 1.9230 1.0412 -5.1140 0.5 -0.9 0.1 -0.35
C 5.5920 0.0872 -0.0320 1.5 2.2 -1.1 -0.03
C -2.3750 2.7052 5.1010 8.6 -4.9 1.5 0.09
C 3.6510 2.7992 -4.4360 -1.1 -3.9 3.2 0.09
C 3.6690 -0.4608 1.4440 -1.6 1.2 -1.8 -0.01
C 3.8220 -5.4358 -1.7500 1.2 6.3 4.6 -0.03
C 0.8730 -4.8578 1.4950 0.9 2.0 -1.3 0.09
C 5.0790 -0.2048 1.2770 3.6 -2.7 3.9 -0.49
C -4.0560 1.9362 -0.4310 -13.8 -10.6 3.7 0.04
C 0.7280 -3.4498 1.8200 1.1 -3.6 -4.7 -0.14
C 0.5060 -5.9508 2.4000 -0.5 4.4 1.3 -0.43
C 3.6110 3.4562 -5.7080 3.0 3.9 2.5 -0.36
C 2.7970 2.9412 -6.7190 -4.7 -7.9 1.9 -0.30
C -0.0330 2.1682 6.7210 -4.1 3.7 1.9 0.07
C 0.7190 5.3042 4.2850 1.1 2.1 5.4 -0.33
C 1.2770 4.5182 3.2540 0.3 -2.5 -2.1 0.07
C -2.9480 -3.5288 1.1740 3.4 1.6 -1.8 -0.07
C 0.4110 3.9972 2.2010 5.2 -1.1 1.4 -0.15
C 1.5910 -3.5198 -2.7120 0.8 -7.9 -0.4 -0.15
C -5.0980 2.5792 1.8490 1.9 5.4 1.3 -0.03
C -0.4570 -4.0158 3.9130 3.1 -6.3 -4.0 0.12
C 2.7560 -6.0038 -2.6560 -0.9 -0.5 0.7 -0.40
C -0.6080 5.9762 4.1020 -2.1 -2.1 -5.1 -0.16
C -3.9810 -4.5148 1.6810 0.1 1.3 -0.3 -0.39
C -0.0430 -2.9658 2.9800 -1.3 1.8 2.6 -0.31
C 2.0540 1.6722 -6.4300 0.5 2.9 -2.0 0.11
C -1.0830 2.9852 7.2340 2.4 -1.9 0.0 -0.16
C -1.2840 4.0592 -5.5200 0.0 2.0 0.4 -0.37
C 1.6560 -5.0948 -2.9720 3.2 8.0 2.9 0.12
C -1.6720 2.1492 -7.1440 1.5 5.6 -1.0 -0.19
C 2.7540 1.6702 -4.0380 3.5 4.4 1.2 -0.08
C 3.7510 -3.8448 -1.4120 -2.0 -8.7 -4.0 0.12
C -1.6300 1.6112 -4.7820 4.1 2.5 5.2 0.07
C -3.9960 -5.6998 0.9450 5.8 -2.2 -7.0 0.09
C -1.9750 -3.9098 0.1210 -3.1 2.4 4.7 0.07
C -0.1460 -5.4918 3.6710 -1.3 5.8 1.3 -0.12
C 2.6560 -3.0008 -1.8700 1.8 0.9 0.1 -0.40
C -3.0750 -6.0998 -0.2420 -3.9 0.0 5.2 -0.05
C -2.1990 3.4162 6.3530 -3.8 1.5 0.4 -0.30
C -1.3290 1.7812 4.6380 -3.9 2.1 -2.8 0.00
C -1.7680 1.1272 -6.0870 -0.9 0.8 0.8 -0.46
C -0.9480 4.4502 2.0380 -2.5 1.3 0.0 -0.38
C -1.9800 -5.1338 -0.5530 -0.7 -1.4 -2.3 -0.39
C -1.3790 3.5762 -6.8800 -0.8 -4.3 -0.2 0.09
B -0.5180 0.1042 -0.1630 -0.2 1.9 2.2 -1.39
H -1.2350 0.7112 -4.0420 -1.5 2.6 -1.5 0.18
H -5.8430 3.2512 2.3090 -0.6 -1.2 -0.1 0.09
H 1.4500 1.1482 -7.2240 0.8 0.9 0.7 0.13
H 0.1960 2.6942 0.7890 -2.7 -1.1 -1.9 0.03
H -1.7310 7.2482 4.4960 -3.2 1.4 -0.5 0.08
H 0.9290 -5.3548 -3.5680 -3.7 -2.0 -3.0 0.04
H -0.7130 2.6622 -2.7450 0.2 -1.3 1.7 0.09
H -4.7540 1.7692 2.4130 0.0 -1.6 0.5 0.05
H 3.7280 3.9642 -7.8350 -1.9 0.1 -0.2 0.18
H -4.2220 3.3722 2.0780 -1.0 -1.7 -0.9 0.12
H -0.3890 3.0162 9.0300 -1.1 0.4 -0.6 0.14
H -0.6320 -6.0348 5.3450 -1.5 2.1 4.3 0.06
H -3.3500 2.3862 -0.6180 13.4 8.6 -1.8 -0.11
H -1.1770 -3.2508 -0.0990 0.4 0.8 -0.4 0.10
H 1.3480 -5.4108 0.5220 -1.0 2.4 2.1 0.18
H 5.0620 0.8972 -0.5140 -0.3 0.0 -0.4 0.09
H 1.0120 -1.7648 1.4840 -0.2 2.8 -0.1 0.04
H -3.8460 0.9082 0.2670 -0.1 2.7 -2.5 0.17
H -2.3980 -1.6608 1.5880 2.8 2.3 -1.6 0.03
H 5.1750 -6.1168 -0.2150 0.3 1.7 0.6 0.10
H -3.0550 3.0352 4.5060 -4.5 1.6 -3.7 0.04
H -0.8030 0.7722 2.9270 5.5 -3.0 -1.7 -0.02
H 0.6430 -1.8628 -2.8980 0.6 1.6 0.9 0.09
H -4.6680 -6.4078 1.0940 -3.2 -2.9 1.1 0.06
H 6.6540 0.3602 0.0160 -0.3 0.0 0.2 0.10
H 4.5060 3.0582 -3.7440 -1.5 0.0 -0.7 0.14
H -2.4460 -7.2968 -1.4850 1.5 -0.1 -1.4 0.08
H -1.9600 0.6922 -8.2050 0.2 0.8 -0.4 0.14
H 0.7030 1.9142 7.3940 1.8 -0.7 1.1 0.10
H -1.1390 4.3692 -7.5650 -0.4 -0.3 -0.8 0.11
H 3.1870 0.3182 0.8330 -0.4 -0.6 -0.3 0.10
H 3.2520 -0.2738 2.3820 -0.1 -0.2 1.9 0.07
H 2.1260 0.5422 -2.7610 -2.3 -3.1 0.6 0.03
H 2.3950 4.2452 3.5490 -2.6 0.1 -1.3 0.18
H -1.0820 -3.8578 4.6750 -2.1 1.2 3.0 0.06
H -4.4020 1.7442 -1.5060 -0.2 -0.5 1.7 0.12
H 5.5800 -0.7668 -0.6410 -0.5 -1.3 -1.0 0.07
H -2.4270 5.9062 2.7770 0.2 -0.2 0.0 0.11
H 4.3140 -3.6628 -0.6120 2.2 1.5 2.9 0.04
H 3.3830 -1.4468 1.0630 0.1 0.2 -0.1 0.09
```
Forces are in eV/Å.

Results
E_HOMO ... -6.8 eV
Total energy ... -123380.611 eV
Spin multiplicity ... 1
Total charge ... -1
E_LUMO ... -0.94 eV
Relative energy (zero: lowest compared OMol25 entry of this formula, charge and spin) ... 0.151 eV

---

DFT (wB97M-V/def2-TZVPD) results for a 2-piece molecular cluster, C6H16O overall at a distorted geometry.

The geometry in XYZ format:
```
23
Properties=species:S:1:pos:R:3:forces:R:3:nbo_charge:R:1
O 1.9642 -1.0100 -0.7868 2.7 -0.3 -1.0 -0.72
C -2.6113 0.3694 0.3291 -0.8 0.0 -0.3 -0.60
C 3.1763 -1.0718 -1.5087 0.4 -0.3 -0.5 -0.25
C -1.0677 0.2767 0.4259 -0.8 -0.1 1.1 -0.09
C -0.5612 -0.0329 1.8555 -1.1 -0.2 0.5 -0.60
C -0.4289 -0.7429 -0.4697 -0.8 0.2 -1.5 -0.59
C -0.5712 1.6499 0.0715 0.0 1.9 0.8 -0.60
H 2.0362 -0.2877 -0.1627 0.4 0.3 0.1 0.47
H -0.9845 0.6307 2.6298 0.2 0.0 -0.4 0.20
H -2.7512 0.8358 -0.6856 -0.5 -0.6 0.9 0.21
H -0.9798 2.3560 0.8253 0.1 -0.2 -0.4 0.20
H -3.2023 -0.6087 0.3896 1.1 1.2 -0.1 0.21
H -0.9574 -1.7130 -0.5167 0.4 0.3 0.5 0.21
H -0.8805 2.0472 -0.8953 -0.2 -0.4 -0.2 0.21
H -3.0659 1.0710 1.0998 0.7 -0.7 -0.9 0.21
H 4.0002 -1.3776 -0.8650 0.2 0.0 0.0 0.17
H -0.8107 -1.0433 2.1946 -0.2 -0.1 -0.3 0.21
H 3.4178 -0.1197 -1.9928 0.0 0.0 0.1 0.17
H 3.0429 -1.8260 -2.2957 0.1 0.2 0.3 0.19
H 0.6018 -0.8119 -0.1087 -2.6 -0.7 -0.1 0.23
H 0.5015 1.8344 0.1326 0.3 -0.5 0.0 0.20
H -0.3840 -0.4137 -1.5686 0.0 -0.2 1.5 0.19
H 0.5157 -0.0122 1.9026 0.5 0.4 0.0 0.19
```
Forces are in eV/Å.

Results
E_HOMO ... -10.3 eV
Total energy ... -8527.211 eV
Spin multiplicity ... 1
Structure (SMILES) ... CC(C)(C)C.CO
E_LUMO ... 0.73 eV
Relative energy (zero: lowest compared OMol25 entry of this formula, charge and spin) ... 2.022 eV

---

DFT (wB97M-V/def2-TZVPD) results for a 2-piece molecular cluster, C7H11N3O3 overall at a distorted geometry.

The geometry in XYZ format:
```
24
Properties=species:S:1:pos:R:3:forces:R:3:nbo_charge:R:1
O -3.3756 -0.3291 -0.8267 0.0 -0.6 1.2 -0.56
O 0.0011 -3.3325 0.4360 -2.2 3.4 -0.5 -0.67
O -0.2378 0.5783 -0.6869 -1.1 -0.5 0.4 -0.63
N -0.3399 -1.3208 1.3705 6.2 3.4 5.1 -0.60
N 2.0147 0.7449 -0.7123 -1.7 2.1 -0.8 -0.61
N -1.8901 -1.9219 -0.0691 -0.4 0.1 0.2 -0.65
C 0.7363 1.2187 -0.9471 1.3 -0.2 -1.4 0.68
C -0.6698 -2.2420 0.5358 -0.9 -5.4 -2.2 0.77
C -1.0494 -0.1895 1.7075 0.1 0.2 3.7 0.08
C 2.3077 -0.3045 0.1351 0.7 -1.6 1.7 -0.42
C -2.6410 -0.6804 0.0794 0.7 -0.7 -2.4 0.66
C -2.2444 0.0638 1.2289 -1.3 1.8 -0.4 -0.37
C 0.7159 2.4562 -1.8237 0.1 0.2 0.1 -0.71
H 0.0050 3.2091 -1.3496 1.1 -0.8 -0.8 0.24
H -0.8444 0.3956 2.7031 0.7 -1.2 -2.3 0.24
H 0.2805 2.1084 -2.8365 1.0 0.8 1.5 0.26
H 1.8198 2.7898 -1.8311 -2.1 0.2 -0.7 0.20
H -2.3852 -2.5954 -0.6328 0.5 -0.2 -0.3 0.43
H 0.7697 -1.3682 1.7391 -4.6 -0.2 -1.0 0.44
H 2.6893 1.4563 -0.7550 1.1 0.7 -0.3 0.38
H -2.7482 1.0220 1.4642 0.2 -1.0 0.0 0.24
H 2.5542 0.0478 1.1862 0.3 -0.5 -1.0 0.17
H 1.4324 -0.9312 0.2555 0.4 0.0 -0.7 0.22
H 3.0993 -0.8754 -0.3707 0.0 -0.2 0.9 0.22
```
Forces are in eV/Å.

Results
E_HOMO ... -9.2 eV
Total energy ... -18049.259 eV
Spin multiplicity ... 1
Structure (SMILES) ... O=c1cc[nH]c(=O)[nH]1.CNC(C)=O
E_LUMO ... 0.40 eV
Relative energy (zero: lowest compared OMol25 entry of this formula, charge and spin) ... 1.660 eV

---

- What is the formula in the third record?
  C7H11N3O3